1.
DFT (ωB97M-V/def2-TZVPD) results for a molecular structure, C29H24BCuF4NO2Te.

Kohn-Sham gap, eV: 6.8
ΔE to the lowest compared entry with this formula, charge and spin, kcal per mole: 16.5
Total charge: -1
HOMO energy, eV: -4.771
LUMO energy, eV: 2.0658

Each line ends with the Löwdin charge.
Cartesian coordinates (Å):
Cu -0.4879 -0.2550 0.4560  0.48
C -0.4149 4.1628 5.6189  -0.06
C -0.5616 3.5217 4.2613  -0.28
C -1.7059 3.6744 3.5012  0.01
C -1.8836 3.0615 2.2649  -0.06
C -3.2131 3.2880 1.6442  -0.30
O -4.1247 3.7775 2.2963  0.06
C -3.5147 2.9626 0.2114  -0.15
C -2.7153 3.4307 -0.8237  -0.03
C -3.1090 3.2661 -2.1399  -0.08
C -4.3026 2.6215 -2.4380  -0.10
C -5.0986 2.1400 -1.4104  -0.09
C -4.7110 2.3239 -0.0912  -0.02
C -0.8652 2.1954 1.7252  -0.29
O -1.0503 1.5924 0.6186  -0.10
C 0.3363 2.0413 2.5262  -0.06
C 0.4350 2.7048 3.7515  0.01
C 1.4173 1.1127 2.1673  -0.18
N 1.3578 0.3473 1.1304  0.04
C 2.4105 -0.5899 0.7676  -0.30
C 2.9004 -0.3372 -0.6636  -0.47
Te 4.1799 1.3956 -0.8540  1.23
C 2.7057 2.7509 -1.5671  -0.56
C 2.2295 2.5921 -2.8646  -0.16
C 1.3352 3.5053 -3.4018  -0.09
C 0.9194 4.5934 -2.6483  -0.10
C 1.3758 4.7447 -1.3471  -0.09
C 2.2632 3.8249 -0.8075  -0.14
C 2.5617 1.0019 3.1370  -0.21
C 3.5319 1.9952 3.2263  -0.05
C 4.5945 1.8646 4.1064  -0.08
C 4.6828 0.7449 4.9216  -0.10
C 3.7106 -0.2415 4.8492  -0.08
C 2.6571 -0.1192 3.9554  -0.02
H -1.3109 4.7282 5.8744  0.07
H 0.4397 4.8423 5.6587  0.07
H -0.2688 3.3992 6.3864  0.07
H -2.5261 4.2826 3.8657  0.12
H -1.7787 3.9173 -0.5980  0.11
H -2.4728 3.6337 -2.9362  0.09
H -4.6070 2.4918 -3.4697  0.09
H -6.0264 1.6273 -1.6323  0.10
H -5.3340 1.9663 0.7187  0.12
H 1.3269 2.5641 4.3485  0.11
H 1.9562 -1.5864 0.7981  0.12
H 3.2596 -0.5886 1.4575  0.10
H 2.0536 -0.1800 -1.3304  0.05
H 3.4880 -1.1867 -1.0086  0.04
H 2.5713 1.7526 -3.4576  0.09
H 0.9745 3.3703 -4.4143  0.10
H 0.2301 5.3158 -3.0681  0.10
H 1.0335 5.5767 -0.7438  0.10
H 2.6011 3.9541 0.2125  0.09
H 3.4433 2.8762 2.6074  0.11
H 5.3534 2.6354 4.1581  0.10
H 5.5060 0.6426 5.6181  0.10
H 3.7760 -1.1099 5.4928  0.10
H 1.8956 -0.8877 3.8788  0.13
F -0.9772 -2.1535 0.3530  0.00
B -0.7184 -3.0334 1.5154  -1.21
F 0.2697 -3.9317 1.1243  0.12
F -1.9054 -3.6598 1.8418  0.14
F -0.2598 -2.1975 2.5395  0.11

2.
DFT (ωB97M-V/def2-TZVPD) results for 2 unconnected molecules or ions with the total composition C5H6O.

Kohn-Sham gap, eV: 10.2
ΔE to the lowest compared entry with this formula, charge and spin, kcal per mole: 30.5
Total charge: 0
HOMO energy, eV: -9.231
LUMO energy, eV: 0.9450

Each line ends with the Löwdin charge.
Cartesian coordinates (Å):
O 1.9418 -1.8423 -1.6240  0.03
C 0.8411 -2.0295 -1.4141  0.01
C 0.7792 1.2852 -0.4543  -0.01
C 0.5846 0.5780 0.6593  -0.21
C -1.7825 -0.1385 0.4773  0.00
C -0.5291 -0.3646 0.8688  -0.24
H 1.5991 1.9933 -0.5376  0.05
H 0.1325 1.1708 -1.3221  0.06
H 1.2899 0.6827 1.4837  0.10
H -2.0597 0.7929 -0.0110  0.06
H -2.5730 -0.8641 0.6473  0.05
H -0.2914 -1.2903 1.3941  0.09

3.
DFT (ωB97M-V/def2-TZVPD) results for 3 unconnected molecules or ions with the total composition C21H42N3O6.

Kohn-Sham gap, eV: 5.4
Total charge: +1
HOMO energy, eV: -10.534
LUMO energy, eV: -5.1640

Each line ends with the Löwdin charge.
Cartesian coordinates (Å):
C 8.5065 -3.4248 -2.7876  -0.12
C 7.0404 -2.6726 -2.9028  -0.18
C 6.3743 -2.4519 -4.3844  -0.01
C 4.8795 -1.7158 -4.4381  -0.03
C 4.2067 -1.2738 -3.0070  -0.17
C 2.6860 -0.5848 -3.0797  -0.12
N 1.7645 -1.7402 -3.5242  0.02
C 1.9875 -3.0338 -3.0463  -0.17
N 1.8749 -3.4347 -1.5849  0.11
N 2.3358 -4.1759 -4.0211  0.15
C 4.8819 -1.4883 -1.5251  -0.03
C 6.3531 -2.2096 -1.4632  -0.01
H 8.3583 -4.3274 -2.0266  0.09
H 8.7931 -3.7995 -3.8784  0.09
H 9.3267 -2.6936 -2.3355  0.10
H 6.9058 -2.7864 -5.3979  0.11
H 4.3896 -1.5741 -5.4987  0.10
H 2.3232 -0.2014 -2.0212  0.11
H 2.6455 0.3324 -3.8107  0.15
H 1.0320 -1.4858 -4.2224  0.17
H 2.7970 -3.3495 -1.0820  0.10
H 1.7023 -4.4836 -1.6017  0.11
H 2.7057 -5.0062 -3.5065  0.11
H 3.0069 -3.8412 -4.7471  0.10
H 4.3063 -1.1359 -0.5536  0.11
H 6.8211 -2.3961 -0.4068  0.10
C -0.1523 0.5085 -0.7224  -0.11
O 0.5535 1.7094 -0.4357  -0.19
C 0.6908 2.6033 -1.5352  -0.18
C -0.0862 3.9312 -1.4222  -0.17
O -1.4888 3.9291 -1.1879  -0.11
C -1.9750 3.2311 -0.0470  -0.17
C -1.4958 3.6343 1.3617  -0.16
O -0.0826 3.6024 1.5521  -0.19
C 0.5240 4.8745 1.7187  -0.11
H 0.5391 -0.3394 -0.6404  0.07
H -0.9208 0.3630 0.0328  0.07
H -0.6155 0.5041 -1.7087  0.09
H 0.4584 2.1075 -2.4903  0.11
H 1.7497 2.8681 -1.5739  0.12
H 0.0474 4.4507 -2.3796  0.13
H 0.3838 4.5958 -0.7045  0.09
H -1.8529 2.1683 -0.2192  0.08
H -3.0627 3.3691 -0.0594  0.13
H -1.9006 2.8784 2.0494  0.12
H -1.9247 4.5902 1.6615  0.12
H -0.1513 5.7088 1.5118  0.09
H 1.3920 4.9441 1.0563  0.08
H 0.9068 4.9553 2.7440  0.09
C -6.0968 -0.7114 1.1239  -0.10
O -5.2146 -1.2638 2.0931  -0.19
C -3.8406 -0.9398 1.9093  -0.18
C -3.2184 -0.0201 2.9803  -0.17
O -3.8049 1.2406 3.2780  -0.13
C -5.1757 1.2670 3.6594  -0.17
C -5.6419 0.4844 4.9032  -0.17
O -5.3472 -0.9110 4.8854  -0.19
C -4.3690 -1.3244 5.8268  -0.11
H -6.5318 -1.5265 0.5323  0.09
H -6.9199 -0.2199 1.6368  0.08
H -5.6142 0.0026 0.4570  0.09
H -3.6524 -0.5330 0.9037  0.11
H -3.3006 -1.8874 1.9654  0.12
H -2.2000 0.2066 2.6402  0.12
H -3.0623 -0.5577 3.9100  0.09
H -5.7767 1.0266 2.7903  0.08
H -5.4083 2.3218 3.8476  0.13
H -6.7390 0.5513 4.9119  0.13
H -5.2930 0.9617 5.8185  0.12
H -3.8588 -0.4916 6.3180  0.09
H -3.6276 -1.9484 5.3188  0.08
H -4.8476 -1.9608 6.5820  0.09

4.
DFT (ωB97M-V/def2-TZVPD) results for a molecular structure, C16H22BIrN7.

2S+1: 6
<S²>: 8.7769
Kohn-Sham gap (alpha / beta), eV: 5.8 / 6.2
ΔE to the lowest compared entry with this formula, charge and spin, kcal per mole: 0.0
Total charge: +2
HOMO energy (alpha / beta), eV: -11.094 / -15.312
LUMO energy (alpha / beta), eV: -5.3305 / -9.1301

Each line ends with the Löwdin charge.
Cartesian coordinates (Å):
H 2.5565 -0.4553 0.4827  0.10
N 0.9131 0.1261 -0.7569  -0.14
B -0.6899 0.3754 -2.8056  -0.48
N 0.6072 -0.1000 -2.0822  -0.03
C 1.6130 -0.7987 -2.6502  -0.01
Ir -0.1716 1.3586 0.5549  1.51
H 1.5541 -1.0424 -3.7012  0.15
C 2.5683 -1.0614 -1.6839  0.00
H 3.4894 -1.6004 -1.8001  0.12
C 2.1076 -0.4818 -0.4997  -0.08
H -0.4676 0.4502 -3.9865  0.13
C -0.4433 2.7399 1.8474  -0.29
H 0.4483 3.3533 2.0303  0.05
H -0.7375 2.2329 2.7780  0.04
H -1.2802 3.3686 1.5191  0.04
N -0.9687 1.8174 -2.2544  -0.02
N -1.7954 -0.6739 -2.5812  0.04
N -0.6226 2.3210 -0.9864  -0.20
N -1.7071 -1.5111 -1.5209  0.08
C -1.2232 2.8711 -3.0617  -0.05
C -2.8696 -1.0566 -3.3058  0.02
H -1.4734 2.6807 -4.0951  0.14
H -3.1236 -0.5691 -4.2406  0.15
C -1.0489 4.0533 -2.3578  0.01
C -3.4912 -2.1107 -2.6423  0.01
C -0.6579 3.6977 -1.0691  -0.13
C -2.7301 -2.3744 -1.5000  -0.01
H -1.1786 5.0540 -2.7215  0.13
H -4.3694 -2.6352 -2.9614  0.12
H -0.3899 4.3118 -0.2190  0.10
H -2.8543 -3.0705 -0.6805  0.14
H -0.9216 -1.4254 -0.8795  0.14
C -1.6911 -1.2101 2.0196  -0.01
C -0.3286 -0.9863 2.5020  -0.28
C 0.4278 -1.6750 3.4846  0.06
C 1.6444 -0.9718 3.6308  0.05
C 1.6029 0.1224 2.7321  -0.30
C 2.5952 1.1798 2.5631  -0.01
N 0.4266 0.0480 2.0353  -0.13
H -2.0807 -0.3305 1.4784  0.07
H -2.3421 -1.4380 2.8741  0.12
H -1.7179 -2.0738 1.3397  0.09
H 0.0813 -2.5612 4.0049  0.13
H 2.4796 -1.1661 4.2915  0.13
H 2.2365 2.0044 1.9385  0.07
H 2.8748 1.5700 3.5516  0.12
H 3.5081 0.7691 2.1117  0.11

5.
DFT (ωB97M-V/def2-TZVPD) results for C4H4O3 in the gas phase.

Kohn-Sham gap, eV: 11.0
ΔE to the lowest compared entry with this formula, charge and spin, kcal per mole: 81.0
Total charge: 0
HOMO energy, eV: -10.280
LUMO energy, eV: 0.6764

Each line ends with the Löwdin charge.
Cartesian coordinates (Å):
O 0.3000 -0.0508 -2.0947  0.08
C -0.2394 -0.6719 -1.2037  -0.18
C -0.0639 -0.0042 0.0977  -0.30
C 0.0014 -0.6084 1.4123  -0.07
O 0.9899 -0.9855 0.4807  0.00
C 0.0206 1.4490 -0.3230  -0.18
O -1.0866 1.9086 -0.4635  0.09
H -0.6103 -1.6956 -1.2943  0.15
H 0.4733 -0.0069 2.1876  0.13
H -0.7394 -1.3268 1.7483  0.12
H 0.9544 1.9926 -0.5475  0.15

6.
DFT (ωB97M-V/def2-TZVPD) results for C5H6ClNS in the gas phase.

Kohn-Sham gap, eV: 7.9
ΔE to the lowest compared entry with this formula, charge and spin, kcal per mole: 95.5
Total charge: 0
HOMO energy, eV: -8.332
LUMO energy, eV: -0.4516

Each line ends with the Löwdin charge.
Cartesian coordinates (Å):
C -1.8050 -0.2451 0.0481  -0.59
C -1.6905 1.1209 0.4441  -0.18
C -0.4513 1.7572 -0.1230  -0.15
C 0.8000 1.2580 -0.0642  -0.17
C 2.0453 -0.8455 0.3102  -0.67
H -0.7012 -0.8033 -0.3170  0.16
H -2.6358 2.0218 0.5395  0.18
H -0.6203 2.7886 -0.6455  0.13
H 1.5101 1.8632 -0.6854  0.13
H 0.3580 -0.4186 0.9070  0.07
H 1.8945 -1.8613 0.9114  0.12
N 1.0006 -0.0199 0.3199  -0.13
S 3.6067 -0.4340 -0.2129  0.53
Cl -3.4063 -0.8695 -0.1903  0.58

These records have max |F| values of 0.47 1.41 5.17 4.11 1.15 4.62 eV Å⁻¹, in the order they appear.